(1)
Formula: C24H29N5O4S
Source: the Open Molecules 2025 dataset
Level of theory: wB97M-V/def2-TZVPD

Structure (XYZ):
```
63
Properties=species:S:1:pos:R:3:forces:R:3
S -0.460 -0.274 4.471 0.11 -0.13 -0.01
O -3.052 2.203 -0.809 0.12 0.42 0.02
O -1.531 -3.265 2.683 0.07 -0.31 0.16
O 3.093 2.472 -1.002 -0.19 -0.41 0.01
O -2.705 0.455 -2.205 0.00 -0.23 0.21
N -3.515 0.086 -0.148 -0.11 -0.10 -0.05
N 0.825 -0.075 2.129 0.65 -0.57 -1.06
N -2.194 -1.243 1.951 -0.09 0.04 -0.23
N 0.347 1.138 1.920 -0.28 1.09 0.32
N 2.054 -1.774 0.995 0.41 -0.59 -0.19
C -3.781 0.476 1.218 0.07 0.21 0.27
C -2.593 0.140 2.129 -0.30 0.47 -0.12
C 2.042 0.383 -1.272 0.09 0.12 -0.05
C 3.958 3.481 -1.457 0.15 0.20 -0.10
C -1.740 -1.590 4.345 0.40 0.00 0.14
C 2.845 1.401 -1.812 -0.07 -0.17 0.05
C -3.226 -1.325 -0.272 0.35 -0.21 -0.07
C 0.628 -0.870 3.201 -0.21 -0.25 0.88
C 2.504 -3.904 2.008 0.01 -0.03 -0.01
C 0.264 2.795 0.150 -0.08 0.03 -0.02
C 1.813 -0.764 -2.022 0.10 0.15 -0.07
C -3.066 1.015 -1.032 -0.22 -0.12 -0.11
C 1.472 0.472 0.070 0.00 -0.18 0.34
C -0.767 1.309 -3.401 -0.46 -0.14 0.14
C -2.280 1.343 -3.240 0.24 0.48 -0.31
C -1.993 -1.645 0.569 -0.11 -0.37 -0.29
C -1.833 -2.108 2.921 -0.23 -0.14 0.20
C 2.329 -0.899 -3.299 0.04 -0.11 -0.13
C 1.918 -2.533 2.049 -0.05 0.07 -0.05
C 1.202 -2.108 3.198 0.02 0.40 -0.14
C 1.525 -0.555 1.016 -0.43 0.89 0.15
C 0.727 1.492 0.690 0.13 -0.49 0.18
C 3.353 1.263 -3.097 0.11 0.31 0.05
C 3.089 0.122 -3.837 -0.04 -0.10 -0.01
H -0.280 1.646 -2.491 0.08 0.06 0.08
H -3.963 1.551 1.239 -0.03 -0.14 0.06
H -4.090 -1.887 0.095 0.05 -0.02 -0.04
H 2.137 -1.796 -3.868 -0.02 -0.08 -0.05
H 3.966 2.037 -3.531 0.05 0.09 -0.01
H 3.559 3.990 -2.341 0.03 -0.03 0.03
H -2.776 0.996 -4.151 0.02 0.04 0.13
H 3.202 -4.043 2.833 0.06 -0.07 0.06
H -1.774 -2.714 0.563 0.00 0.17 -0.04
H 1.071 -2.775 4.034 -0.07 -0.01 0.10
H -0.475 1.961 -4.219 0.07 0.09 -0.11
H -2.882 0.322 3.162 0.03 0.00 -0.05
H 4.954 3.086 -1.684 -0.04 0.01 -0.01
H 4.033 4.194 -0.637 0.03 -0.02 -0.09
H 0.260 3.532 0.948 0.02 0.10 0.02
H 3.021 -4.052 1.065 0.03 -0.03 -0.02
H -0.760 2.707 -0.219 -0.04 0.02 -0.03
H -1.133 -1.099 0.158 0.01 -0.01 -0.02
H -1.753 0.805 1.888 -0.25 -0.13 0.11
H -2.665 -1.145 4.707 -0.03 0.04 0.00
H 1.222 -1.556 -1.588 -0.07 -0.05 0.04
H -3.049 -1.573 -1.316 -0.05 -0.04 0.13
H 1.710 -4.642 2.108 -0.03 -0.11 0.03
H -4.678 -0.056 1.552 0.01 0.04 0.00
H 0.907 3.130 -0.656 0.00 0.07 -0.03
H -0.429 0.298 -3.617 0.08 -0.06 -0.04
H 3.493 0.034 -4.834 0.03 0.00 -0.08
H -2.621 2.354 -2.996 0.01 -0.21 -0.11
H -1.461 -2.422 4.990 -0.16 0.04 -0.17
```
Forces are in eV/Å.

Calculated values
Gap between HOMO and LUMO ... 8.1209 eV
F_max ... 0.0266 Eh/bohr
Spin multiplicity ... 1
SMILES ... CCOC(=O)N1CCN(C(=O)CSc2cc(C)nc3c(-c4ccccc4OC)c(C)nn23)CC1
Lowest unoccupied orbital energy ... 0.3 eV
Calculated total energy ... -51835.3699 eV


(2)
Formula: C33H45F3O9P2SSn
Source: the Open Molecules 2025 dataset
Level of theory: wB97M-V/def2-TZVPD

Structure (XYZ):
```
94
Properties=species:S:1:pos:R:3:forces:R:3
Sn -0.705 -0.266 -0.446 0.97 -0.85 -1.47
S -2.111 1.917 1.581 1.03 -0.39 -1.18
P 0.449 -2.628 1.009 -0.80 1.76 -0.27
P -0.878 0.935 -3.246 -1.82 -0.66 -0.16
F -4.615 0.718 1.545 0.94 1.22 -0.41
F -3.715 1.008 -0.384 -0.18 1.10 0.28
F -4.551 2.781 0.752 0.73 -1.42 -0.40
O 0.243 -2.857 2.595 -0.02 0.35 -0.91
O 1.546 -3.730 0.714 0.86 -0.74 -0.58
O 0.969 1.198 -0.736 -0.25 -0.21 1.08
O -1.482 0.576 1.284 -0.49 1.48 0.17
O 1.012 -1.193 0.788 -0.77 -1.64 0.63
O 2.496 2.431 -1.875 -0.81 -0.79 0.95
O -2.225 1.926 2.996 -0.97 1.18 1.12
O -0.820 -2.830 0.205 0.98 -0.19 0.59
O -1.557 3.068 0.867 -1.16 -1.83 0.81
C -3.851 1.605 0.809 -0.38 -0.38 1.02
C 1.508 3.676 2.331 -1.34 -0.58 1.01
C -0.664 3.719 -3.754 -0.43 -1.18 0.76
C -2.497 5.114 -4.352 0.23 -0.52 -0.28
C 1.530 1.651 -1.766 0.24 1.17 -3.35
C -3.382 4.012 -4.327 2.69 0.67 0.98
C 1.623 4.345 1.031 -0.87 2.11 0.26
C 2.059 2.415 2.565 1.66 -0.69 -0.89
C -0.514 4.841 3.453 -0.02 1.53 -1.61
C -0.549 -0.285 -5.834 0.62 0.02 -1.41
C -2.463 -2.173 -5.305 -1.14 -1.73 0.50
C -1.738 -2.291 -6.529 0.52 0.24 -0.23
C 3.652 -4.466 -0.208 -1.69 0.07 -0.40
C 0.642 3.923 3.409 0.15 -0.57 -0.70
C -0.410 -4.037 3.221 0.45 2.03 -0.97
C -1.221 -0.228 -4.580 0.79 1.48 1.06
C -1.141 4.985 -4.059 -1.37 -1.08 -0.22
C 0.821 2.880 4.437 1.99 -2.77 -1.98
C 1.388 -5.188 -1.224 -0.47 -1.16 -0.64
C 0.906 1.176 -3.169 0.46 0.57 -0.63
C 2.950 1.716 1.580 1.98 0.48 -0.56
C 1.716 1.922 3.828 -2.09 1.94 3.15
C -0.782 -1.303 -6.765 0.13 0.75 0.72
C -0.016 2.641 5.653 0.32 1.92 0.19
C 2.152 -2.768 -1.496 -0.34 -0.15 0.49
C 0.767 -4.793 3.704 1.05 0.41 0.02
C 2.167 -4.071 -0.611 0.27 1.98 1.88
C -2.936 2.765 -3.974 2.37 -0.38 -0.08
C -1.522 2.571 -3.752 -0.05 1.44 -0.15
C -2.199 -1.177 -4.382 -2.20 -1.71 0.29
C 2.107 0.623 4.421 -0.86 -1.93 -2.75
C -1.241 -3.377 4.289 -1.19 -0.24 0.42
C -1.131 -4.821 2.162 -1.23 0.17 0.07
H 2.737 -1.941 -0.996 -0.85 -0.87 -0.52
H 2.991 0.257 3.862 -0.27 -0.01 0.41
H 1.952 -5.290 -2.172 -0.82 -0.40 -0.09
H -2.873 6.080 -4.614 -0.34 0.53 -0.03
H -1.300 4.555 4.144 -0.05 -0.31 -0.01
H -1.968 -3.025 -7.293 -0.03 -0.12 0.18
H -2.888 -1.131 -3.514 0.77 -0.06 -0.24
H -0.172 -1.288 -7.662 -0.18 -0.04 -0.20
H 1.538 -6.178 -0.679 -0.39 1.34 -0.44
H -3.614 1.932 -3.860 -0.01 -0.15 -0.03
H 1.253 -4.103 4.377 0.69 0.13 0.19
H -1.985 -2.746 3.778 -0.16 -0.52 0.26
H 1.404 -4.961 2.806 -0.22 -0.35 0.97
H 0.706 4.957 0.976 0.20 -0.10 -0.64
H 4.001 -3.761 0.558 -0.06 -0.09 -0.46
H 4.200 -4.348 -1.156 0.36 -0.48 0.59
H -0.986 2.280 5.359 -0.49 -0.56 -0.20
H 0.348 3.623 -3.333 -0.36 -0.03 -0.58
H 0.263 -4.969 -1.400 2.05 -0.21 0.31
H 1.080 -2.465 -1.695 1.20 -0.18 0.37
H -0.257 3.668 6.082 0.44 -1.24 0.16
H -0.492 5.826 -4.046 0.42 0.66 0.03
H -0.967 4.979 2.392 0.70 -0.16 1.82
H 1.072 1.845 -4.083 0.89 -0.89 1.46
H 2.428 5.081 1.072 0.28 0.11 -0.19
H -4.384 4.208 -4.303 -2.62 0.42 -0.55
H -1.735 -5.580 2.669 0.21 -0.30 -0.20
H 0.530 -5.649 4.300 -0.22 -0.97 0.00
H 1.290 0.157 -3.342 0.11 0.38 -0.22
H 1.754 3.765 0.129 -0.15 -0.47 0.07
H 0.085 0.542 -6.148 0.21 -0.12 0.16
H 3.663 -5.491 0.248 0.16 0.78 -0.70
H 3.296 2.408 0.724 -0.76 -1.06 1.31
H -0.318 -5.230 1.573 -0.37 -0.55 -0.43
H -1.696 -4.159 4.938 -0.10 0.53 -0.42
H 0.453 1.951 6.377 -0.24 0.50 -0.28
H 2.513 0.823 1.102 -0.02 0.35 0.36
H -1.793 -4.220 1.496 0.59 -0.40 0.73
H -3.167 -3.054 -5.070 0.78 1.73 -0.12
H -0.737 -2.662 4.948 0.58 -0.39 -0.27
H 1.276 -0.130 4.126 1.25 0.80 0.77
H 2.584 -2.969 -2.481 0.12 -0.12 0.11
H -0.122 5.815 3.806 -0.47 0.05 -0.23
H 2.324 0.555 5.456 -0.04 0.28 1.07
H 3.923 1.387 2.097 -1.28 0.29 -0.51
```
Forces are in eV/Å.

Calculated values
Gap between HOMO and LUMO (alpha / beta) ... 2.2932 / 5.9316 eV
F_max ... 0.0826 Eh/bohr
Total charge ... -2
Spin multiplicity ... 1
Lowest unoccupied orbital energy (alpha / beta) ... 3.9 / 4.1 eV
Calculated total energy ... -96777.4863 eV


(3)
Formula: C18H26BF10N4O9
Source: the Open Molecules 2025 dataset
Level of theory: wB97M-V/def2-TZVPD

Structure (XYZ):
```
68
Properties=species:S:1:pos:R:3:forces:R:3
F 9.012 0.042 -1.133 -0.38 0.03 0.14
F -4.332 -1.575 1.347 0.81 0.19 0.78
F 8.599 -1.904 -0.283 -0.31 0.21 0.02
F -2.868 1.722 -2.157 -0.10 0.58 -0.30
F -0.187 1.568 0.780 0.04 -0.10 0.38
F 8.000 -1.461 -2.306 -0.32 0.21 0.26
F -2.768 3.866 -1.906 -0.04 -0.09 -0.38
F -0.375 -0.406 1.648 0.09 0.11 0.38
F 1.488 0.228 0.751 -0.04 -0.05 0.47
F -4.659 2.848 -1.731 0.08 -0.05 -0.35
O 5.801 -0.202 -1.259 0.26 -0.18 -0.25
O -3.163 2.457 -4.780 0.20 -0.26 0.45
O -4.631 4.027 -4.130 0.29 -0.11 0.51
O -0.053 1.884 3.427 -0.07 -0.47 -0.48
O -3.890 -3.617 0.847 -0.09 -2.81 -1.66
O 6.813 -0.208 0.747 0.37 -0.04 -0.30
O 1.542 -3.286 -0.920 -0.84 0.56 0.62
O -0.188 -2.403 -2.229 0.02 0.74 1.45
O 2.007 0.996 3.333 0.04 -0.30 -0.48
N -0.986 -4.437 3.222 1.08 -1.30 0.47
N 0.358 -4.578 1.465 -1.04 0.86 0.55
N -1.401 -3.527 2.313 -1.57 0.76 0.27
N -0.680 -2.836 0.178 -0.17 0.29 -0.27
C 5.626 0.329 1.348 -0.50 0.15 0.36
C 6.754 -0.420 -0.569 -0.63 0.42 0.60
C 4.618 -0.766 1.624 -0.06 -0.32 -0.14
C 8.100 -0.944 -1.080 1.09 -0.54 -0.48
C 0.224 2.425 4.738 0.10 0.51 0.70
C -2.529 -2.644 2.574 0.44 1.64 -0.10
C -3.738 3.066 -3.926 -0.37 0.49 -0.99
C -3.510 2.873 -2.423 0.01 0.00 1.24
C -0.579 -3.603 1.256 0.88 -0.76 -0.03
C -5.912 3.376 -6.096 0.01 -0.31 0.22
C 0.993 3.725 4.633 0.16 -0.01 -0.37
C -2.228 -1.147 -2.599 0.88 0.53 0.22
C -4.913 4.350 -5.506 -0.32 0.17 -0.71
C 0.068 -5.027 2.677 1.55 -0.62 -1.39
C -3.617 -2.711 1.495 -0.33 1.72 1.35
C -0.743 -1.061 -2.133 -1.62 -0.17 -0.46
C 0.468 0.654 1.500 -0.07 0.18 -1.36
C 0.929 1.198 2.856 -0.13 0.51 1.12
B 0.231 -2.855 -1.002 1.33 -0.19 -1.53
H -6.815 3.339 -5.485 -0.01 0.13 -0.06
H 4.276 -1.227 0.695 0.01 0.11 -0.04
H 0.751 1.693 5.351 0.08 -0.09 -0.25
H -6.182 3.672 -7.109 0.03 0.04 0.04
H 1.129 4.169 5.619 -0.04 -0.05 0.00
H -2.197 -1.254 -3.696 -0.42 -0.07 0.49
H -2.927 -2.837 3.581 -0.06 -0.06 -0.49
H 2.008 -2.765 -0.248 0.15 -0.62 0.02
H -5.332 5.355 -5.504 0.05 -0.03 0.32
H -2.747 -0.215 -2.308 0.19 -0.84 -0.42
H -1.340 -4.651 4.146 -0.53 0.54 -0.24
H -0.743 2.603 5.205 -0.11 -0.12 -0.29
H -2.139 -1.606 2.585 -0.28 -0.46 0.13
H -3.992 4.384 -6.088 0.07 -0.16 0.19
H 0.462 4.433 3.996 -0.08 0.00 0.12
H -0.161 -0.371 -2.767 -0.16 -0.49 0.25
H 0.729 -5.806 3.059 -0.77 0.22 0.63
H -5.504 2.365 -6.127 0.06 0.06 -0.09
H 5.202 1.118 0.726 0.10 -0.13 -0.17
H 5.067 -1.558 2.226 0.02 0.10 0.07
H 1.975 3.567 4.187 0.01 -0.04 0.12
H -1.451 -2.176 0.154 0.11 -0.26 -0.13
H -2.728 -2.012 -2.126 0.24 0.33 -0.32
H -0.712 -0.655 -1.101 0.23 -0.25 -0.35
H 3.751 -0.367 2.152 0.10 0.06 0.01
H 5.937 0.789 2.285 0.25 -0.10 -0.09
```
Forces are in eV/Å.

Calculated values
Gap between HOMO and LUMO ... 9.8132 eV
F_max ... 0.0635 Eh/bohr
Total charge ... +1
Spin multiplicity ... 1
Lowest unoccupied orbital energy ... -3.1 eV
Calculated total energy ... -71323.8613 eV


(4)
Formula: C2HCl2FN
Source: the Open Molecules 2025 dataset
Level of theory: wB97M-V/def2-TZVPD

Structure (XYZ):
```
7
Properties=species:S:1:pos:R:3:forces:R:3
Cl 3.500 1.497 0.549 0.18 -1.06 -0.96
Cl 3.461 -1.546 0.516 -0.70 2.02 -0.98
F 2.967 -0.066 -1.704 0.48 0.54 3.76
N 1.516 0.148 -0.098 -2.55 -1.65 -0.44
C 0.417 -0.093 -0.274 2.71 1.11 0.81
C 2.867 0.030 -0.222 3.34 -0.84 -2.03
H -0.571 0.080 -0.175 -3.46 -0.12 -0.15
```
Forces are in eV/Å.

Calculated values
Gap between HOMO and LUMO ... 9.8171 eV
F_max ... 0.0777 Eh/bohr
Total charge ... +1
Spin multiplicity ... 1
SMILES ... C#[N+]C(F)(Cl)Cl
Lowest unoccupied orbital energy ... -6.8 eV
Calculated total energy ... -31331.4939 eV